Model i:
Density functional theory data (wB97M-V/def2-TZVPD) for a molecular structure, C6H14O3.

* M: 134.2 g/mol
* spin multiplicity: 1
* HOMO: -9.53 eV
* lowest unoccupied orbital energy: 0.5 eV

Element x y z (Å)
C: -1.3275 -0.0270 -0.1495
C: -0.3152 0.9709 0.4702
C: 3.0797 -0.3508 0.5234
C: -1.0395 -1.4428 0.3326
C: -2.7560 0.3947 0.2057
C: 2.8702 -0.7350 -0.7790
O: 0.9977 0.6222 0.2358
O: -1.1355 -0.0283 -1.5629
O: -0.6095 2.2515 -0.0936
H: -1.1929 0.8939 -1.8473
H: 0.2021 2.7679 -0.0343
H: -0.4628 1.0110 1.5607
H: 3.5552 0.5857 0.7729
H: 2.7413 -0.9513 1.3545
H: -2.9488 1.4108 -0.1357
H: -0.0301 -1.7352 0.0503
H: -1.1454 -1.5107 1.4152
H: -1.7431 -2.1331 -0.1307
H: -3.4655 -0.2839 -0.2669
H: -2.9124 0.3662 1.2849
H: 3.4608 -0.2688 -1.5579
H: 2.6770 -1.7818 -0.9816
H: 1.4999 -0.0261 -0.6667

***

Model ii:
Density functional theory data (wB97M-V/def2-TZVPD) for 3 unconnected molecules or ions with the total composition C6H14O3.

* M: 134.2 g/mol
* spin multiplicity: 1
* HOMO (spin up / spin down): -6.24 / -6.60 eV
* lowest unoccupied orbital energy (spin up / spin down): 0.4 / 0.6 eV

Element x y z (Å)
C: 1.8319 -0.1767 -0.2781
C: -0.5533 -0.0860 -0.1423
C: -0.0957 0.3878 1.0710
C: -0.8528 0.8347 -1.2835
C: -0.9539 -1.5173 -0.3174
C: -2.1556 0.7427 1.5010
O: 2.6739 -0.9056 0.5954
O: 1.8710 -0.8657 -1.4896
O: 2.3065 1.1325 -0.4245
H: 2.9215 -0.3007 1.3052
H: 2.6808 -1.4078 -1.4936
H: 3.0952 1.1114 -1.0013
H: 0.1398 -0.3127 1.8601
H: 0.2610 1.4041 1.1558
H: -0.5616 1.8613 -1.0687
H: -0.2954 0.4872 -2.1569
H: -1.9151 0.7995 -1.5365
H: -0.8624 -2.0896 0.6050
H: -1.9754 -1.5970 -0.6946
H: -0.2884 -1.9540 -1.0673
H: -2.8555 -0.0305 1.1968
H: -2.0266 0.7653 2.5805
H: -2.3898 1.7173 1.0834

***

Each structure's energy above the most stable one, in hartree: model i 0.0000; model ii 0.0897.

***

Model i:
Density functional theory data (wB97M-V/def2-TZVPD) for 2 unconnected molecules or ions with the total composition C3H10N4.

* M: 102.1 g/mol
* spin multiplicity: 1
* HOMO: -8.76 eV
* lowest unoccupied orbital energy: -0.9 eV

Element x y z (Å)
C: -0.3166 0.9968 -0.6291
C: -1.6440 0.7718 -0.0958
C: 0.7265 1.5752 0.3199
H: -0.3189 1.4737 -1.6103
H: 0.0735 -0.1094 -0.8708
H: -2.4785 0.8080 -0.7901
H: 0.5003 2.6146 0.5616
H: 1.7230 1.5296 -0.1193
H: 0.7531 1.0092 1.2523
H: -1.8819 1.1461 0.8943
H: -1.6409 -0.6791 0.0609
N: 1.1693 -1.9307 0.2394
N: 0.0788 -1.7105 -0.5241
N: 2.2732 -1.6457 -0.2461
N: -1.0744 -1.8149 0.0965
H: 2.9894 -2.0599 0.3574
H: -0.9319 -1.9749 1.1031

***

Model ii:
Density functional theory data (wB97M-V/def2-TZVPD) for 2 unconnected molecules or ions with the total composition C3H10N4.

* M: 102.1 g/mol
* spin multiplicity: 1
* HOMO: -8.28 eV
* lowest unoccupied orbital energy: 1.0 eV
* structure (SMILES): [H]/N=C\N.C/N=C/N

Element x y z (Å)
C: -0.7922 1.7973 -0.1162
N: 2.4154 0.3124 0.4376
C: 1.1945 0.5789 -0.1284
N: 0.2334 1.0882 0.6252
H: 2.3678 0.2988 1.4494
H: 2.8421 -0.5424 0.0943
H: 1.2458 0.7140 -1.2200
H: -1.0805 1.3020 -1.0597
H: -1.6930 1.8641 0.5007
H: -0.4857 2.8231 -0.3542
N: -1.7736 -1.5004 0.0482
C: -0.4654 -1.4466 0.3770
N: 0.5253 -1.6738 -0.4575
H: -2.0207 -1.3921 -0.9256
H: -2.4264 -1.0729 0.6928
H: 0.1794 -1.7347 -1.4150
H: -0.2662 -1.4159 1.4516

***

Each structure's energy above the most stable one, in hartree: model i 0.1571; model ii 0.0000.

***

Model i:
Density functional theory data (wB97M-V/def2-TZVPD) for a molecular structure, C3H10N4.

* M: 102.1 g/mol
* spin multiplicity: 1
* HOMO: -8.83 eV
* lowest unoccupied orbital energy: 0.7 eV

Element x y z (Å)
C: 2.1979 1.2876 1.0669
C: -0.7561 -0.4553 0.5917
C: -1.6083 -0.7414 -1.7362
H: 1.1305 1.5784 1.5338
H: 3.0482 0.9854 2.1588
H: 2.7485 2.0821 0.1509
H: 2.3298 -0.5424 -0.2558
H: 0.3650 0.5384 -0.6008
H: -1.6033 -0.7037 2.2276
H: -2.7180 -0.5775 -0.1025
H: -2.3635 -0.2178 -2.7750
H: -0.7638 -0.2012 -2.1235
H: -1.7776 -1.9751 -2.0181
N: 1.7563 -0.1189 0.4734
N: 0.4312 -0.2853 -0.0592
N: -0.6367 -0.3131 1.8285
N: -1.7801 -0.3402 -0.3604

***

Model ii:
Density functional theory data (wB97M-V/def2-TZVPD) for a single C3H10N4 molecule.

* M: 102.1 g/mol
* spin multiplicity: 1
* HOMO: -8.27 eV
* lowest unoccupied orbital energy: 1.0 eV
* structure (SMILES): CN(C)/N=C\NN

Element x y z (Å)
C: 0.7492 0.8911 0.9918
C: -1.4052 1.6049 0.2310
C: 0.4594 -0.7252 -1.5434
H: 1.2030 1.8471 0.6377
H: 0.3824 1.0791 2.0318
H: 1.5343 0.1103 0.9734
H: -1.6376 1.7786 1.2791
H: -2.2932 1.2692 -0.2980
H: -1.0076 2.5211 -0.2589
H: 0.7475 -0.7379 -2.6084
H: 0.7208 -2.7461 -1.5114
H: 0.8123 -1.9738 1.0827
H: -0.6598 -1.6336 0.4718
N: -0.4280 0.5031 0.2215
N: 0.0246 0.4207 -1.1431
N: 0.6594 -1.9515 -0.9161
N: 0.1384 -2.2572 0.3585

***

Each structure's energy above the most stable one, in hartree: model i 0.1541; model ii 0.0000.

***

Model i:
Density functional theory data (wB97M-V/def2-TZVPD) for a single C7H8N2O molecule.

* M: 136.2 g/mol
* spin multiplicity: 1
* HOMO: -9.30 eV
* lowest unoccupied orbital energy: 0.0 eV
* structure (SMILES): CNC(=O)c1ccccn1

Element x y z (Å)
C: -1.5543 -1.9218 1.2958
C: 0.1179 -1.5098 -0.6957
C: 0.2726 -0.1116 -0.4412
C: 1.4885 0.4848 -0.9507
C: 1.6994 1.8786 -0.7899
C: 0.7602 2.5955 -0.2289
C: -0.4454 1.9299 0.2232
H: -2.2869 -1.2196 1.3567
H: -0.9771 -1.3398 1.8381
H: -1.8695 -2.6438 1.8886
H: -1.3563 -2.9502 -0.4717
H: 2.4759 -0.2883 -1.3898
H: 2.7588 2.3245 -1.1089
H: 0.7244 3.8451 -0.0040
H: -1.0373 2.6189 0.8872
N: -0.8880 -2.1933 0.0068
N: -0.6395 0.6620 0.1363
O: 0.7564 -2.1612 -1.5521

***

Model ii:
Density functional theory data (wB97M-V/def2-TZVPD) for a single C7H8N2O molecule.

* M: 136.2 g/mol
* spin multiplicity: 1
* HOMO: -9.40 eV
* lowest unoccupied orbital energy: 0.4 eV
* structure (SMILES): Cc1ncccc1C(N)=O

Element x y z (Å)
C: 0.0922 2.2379 0.2856
C: -0.5678 0.8807 0.0603
C: -2.4343 -0.1891 -0.0155
C: -1.8766 -1.4251 -0.2005
C: -0.5679 -1.5332 -0.2421
C: 0.2105 -0.2309 -0.1141
C: 1.6695 -0.3098 -0.1438
H: -0.6503 3.0362 0.4348
H: 0.9454 2.0928 1.2190
H: 0.5895 2.3985 -0.8489
H: -3.6477 -0.0218 0.2585
H: -2.6324 -2.3107 -0.2201
H: -0.0391 -2.2436 -0.4384
H: 3.2004 -0.9605 0.9637
H: 1.9006 -1.7272 1.5330
N: -1.8662 0.9537 0.2007
N: 2.2557 -1.1177 0.7339
O: 2.3067 0.5377 -0.9030

***

Each structure's energy above the most stable one, in hartree: model i 0.0033; model ii 0.0000.

***

Model i:
Density functional theory data (wB97M-V/def2-TZVPD) for 6 unconnected molecules or ions with the total composition C3H14O5.

* M: 130.1 g/mol
* spin multiplicity: 1
* HOMO: -8.38 eV
* lowest unoccupied orbital energy: -5.2 eV

Element x y z (Å)
C: -2.2343 -1.5178 0.5220
O: 0.2758 -0.4602 1.5570
C: -2.6020 -0.2094 0.1105
C: -2.4304 0.4546 -1.1149
H: -1.8012 -2.2540 -0.2403
H: -2.7607 -1.9636 1.3991
H: -0.5379 -0.8296 1.2150
H: -3.1747 0.3235 0.8765
H: -2.9541 1.3284 -1.2326
H: -2.0533 -0.0955 -1.9717
H: 3.0577 -0.0005 0.7777
H: 2.0777 -0.9803 1.5400
O: 3.0132 -0.8989 1.3255
H: 1.0452 1.7822 0.0133
H: 3.1642 1.8778 -0.6253
O: 2.4951 1.2730 -0.3137
H: 1.9454 0.1642 -1.2765
H: 2.0515 -1.3810 -1.7838
O: 1.4731 -0.5808 -1.7161
H: -0.4429 1.6250 -0.4398
H: 0.2814 0.4300 1.1166
O: 0.1114 1.9128 0.2616

***

Model ii:
Density functional theory data (wB97M-V/def2-TZVPD) for 5 unconnected molecules or ions with the total composition C3H14O5.

* M: 130.1 g/mol
* spin multiplicity: 1
* HOMO: -10.20 eV
* lowest unoccupied orbital energy: 0.6 eV
* structure (SMILES): CCC=O.O.O.O.O

Element x y z (Å)
O: 1.0593 0.0526 1.8701
C: 0.3410 1.0194 1.9676
C: -1.1619 0.8384 1.9606
C: -1.6712 0.6106 3.4126
H: 0.6536 2.0328 2.2961
H: -1.3472 -0.0513 1.3633
H: -1.7013 1.7413 1.6588
H: -1.5827 1.5219 3.9988
H: -1.0055 -0.1359 3.8543
H: -2.6909 0.2428 3.3930
H: -0.2561 -0.3636 -2.8565
H: -0.5455 -1.3961 -3.8409
O: 0.0643 -0.6684 -3.7069
H: 1.7221 -0.0093 -0.1740
H: 2.1103 0.3813 -1.6736
O: 1.5765 0.6266 -0.8952
H: -1.2725 -0.2995 -0.8546
H: -0.4795 -1.5454 -0.8921
O: -1.2723 -1.1571 -1.2776
H: 2.8597 -0.8573 -3.8237
H: 1.8776 -1.5492 -2.9049
O: 2.7221 -1.0346 -2.8750

***

Each structure's energy above the most stable one, in hartree: model i 0.2171; model ii 0.0000.

***

Model i:
Density functional theory data (wB97M-V/def2-TZVPD) for a gas-phase ion, C3H5N2O2 (charge +1).

* charge: +1
* M: 101.1 g/mol
* spin multiplicity: 1
* HOMO: -14.62 eV
* lowest unoccupied orbital energy: -4.9 eV
* structure (SMILES): [NH3+][C@@H]1C(=O)N2O[C@@H]12

Element x y z (Å)
C: -1.1931 1.1577 1.3017
C: -0.7045 0.1087 0.1976
C: -1.3278 -0.9580 1.1613
N: -1.7344 0.0743 2.1800
N: 0.6843 0.3059 -0.2276
O: -1.3492 2.3397 1.3808
O: -2.5683 -0.5377 1.2574
H: -1.2447 0.0904 -0.7721
H: -1.0703 -2.0109 1.0866
H: 0.9011 -0.3757 -1.0227
H: 1.4133 0.2200 0.5221
H: 0.7956 1.3281 -0.6085

***

Model ii:
Density functional theory data (wB97M-V/def2-TZVPD) for a gas-phase ion, C3H5N2O2 (charge +1).

* charge: +1
* M: 101.1 g/mol
* spin multiplicity: 1
* HOMO (spin up / spin down): -14.99 / -14.99 eV
* lowest unoccupied orbital energy (spin up / spin down): -6.6 / -6.6 eV
* structure (SMILES): C/C(=C/[NH+]=O)N=O

Element x y z (Å)
C: -0.0381 -1.0698 -0.2943
C: 0.0364 0.3273 -0.0415
C: 1.2742 1.0519 0.0004
N: -1.1878 -1.6229 -0.1824
N: -1.0535 0.8868 0.2842
O: -1.8177 1.7236 0.4825
O: -2.1675 -0.9148 0.1682
H: 0.9073 -1.5248 -0.3415
H: 1.6370 1.6415 -0.9323
H: 2.2299 0.4849 0.1410
H: 1.4286 1.6228 0.9375
H: -1.2488 -2.6065 -0.2219

***

Model iii:
Density functional theory data (wB97M-V/def2-TZVPD) for a molecular structure, C3H5N2O2.

* charge: +1
* M: 101.1 g/mol
* spin multiplicity: 1
* HOMO: -15.32 eV
* lowest unoccupied orbital energy: -6.2 eV

Element x y z (Å)
C: 0.1071 -1.1378 -0.0358
C: 0.1160 0.2250 0.0798
C: 1.3326 1.0874 -0.0073
N: -1.0867 -1.6353 0.0331
N: -1.0519 0.7402 0.1215
O: -1.6022 1.7745 0.0936
O: -2.0862 -0.7785 -0.0067
H: 0.9436 -1.8183 0.1221
H: 1.5394 1.6020 0.9497
H: 0.9323 1.8825 -0.6291
H: 2.2030 0.6075 -0.5437
H: -1.3470 -2.5491 -0.1773

***

Each structure's energy above the most stable one, in hartree: model i 0.0000; model ii 0.0514; model iii 0.0306.

***

Model i:
Density functional theory data (wB97M-V/def2-TZVPD) for a molecular structure, C3H5N2O2.

* charge: +1
* M: 101.1 g/mol
* spin multiplicity: 1
* HOMO (spin up / spin down): -14.59 / -14.56 eV
* lowest unoccupied orbital energy (spin up / spin down): -6.6 / -6.6 eV

Element x y z (Å)
C: 0.4217 1.2688 -0.1966
C: 0.1919 -0.1689 -0.0967
C: 1.0079 -1.3466 0.1647
N: -0.7589 1.8370 -0.1082
N: -1.1039 -0.2668 -0.0535
O: -2.2655 -1.5942 0.1390
O: -1.7142 0.9024 0.0585
H: 1.4077 1.8344 -0.4874
H: 0.8785 -2.2414 -0.4765
H: 0.9385 -1.8190 1.1411
H: 2.1287 -1.1014 0.1453
H: -1.1325 2.6957 -0.2297

***

Model ii:
Density functional theory data (wB97M-V/def2-TZVPD) for a gas-phase ion, C3H5N2O2 (charge +1).

* charge: +1
* M: 101.1 g/mol
* spin multiplicity: 1
* HOMO: -13.99 eV
* lowest unoccupied orbital energy: -5.3 eV
* structure (SMILES): O=C[NH2+]CC1=NO1

Element x y z (Å)
C: 1.5326 -0.3183 -0.0896
C: 0.2347 -0.7418 0.5206
C: -1.1022 1.3511 -0.2924
N: 2.2160 0.0443 -1.0686
N: -0.9767 -0.2382 -0.2235
O: 2.7588 -0.4730 0.3476
O: -0.7972 2.0393 0.5861
H: 0.1266 -1.8768 0.7140
H: 0.1111 -0.4021 1.5617
H: -1.4297 1.5891 -1.3324
H: -1.0416 -0.4102 -1.2231
H: -1.6325 -0.5634 0.4998

***

Each structure's energy above the most stable one, in hartree: model i 0.1189; model ii 0.0000.

***

Model i:
Density functional theory data (wB97M-V/def2-TZVPD) for a single C4H7FS molecule.

* M: 106.2 g/mol
* spin multiplicity: 1
* HOMO: -9.12 eV
* lowest unoccupied orbital energy: 0.8 eV
* structure (SMILES): FC1(CS)CC1

Element x y z (Å)
C: -0.0763 0.6220 0.7500
C: 0.4715 0.0175 -0.3787
C: 1.7043 0.4924 -1.1983
C: 0.4518 0.2373 -1.9614
H: -0.7902 -1.1954 1.3965
H: 0.5599 0.5949 1.6744
H: -0.4001 1.7546 0.7444
H: 2.6813 -0.0964 -1.0784
H: 1.8861 1.6464 -1.1777
H: 0.4674 -0.5398 -2.5738
H: 0.1181 1.2968 -2.3169
F: 0.7693 -1.3092 -0.0913
S: -1.6721 0.0066 1.3053

***

Model ii:
Density functional theory data (wB97M-V/def2-TZVPD) for a single C4H7FS molecule.

* M: 106.2 g/mol
* spin multiplicity: 1
* HOMO: -9.17 eV
* lowest unoccupied orbital energy: 0.9 eV
* structure (SMILES): C=C(F)CCS

Element x y z (Å)
C: -1.1155 -0.9754 -0.3047
C: 0.1678 -0.8178 0.5118
C: 1.2533 0.1269 -0.0113
C: 1.0974 1.4926 0.0718
H: -1.4835 1.3436 -0.4602
H: -1.5594 -1.9791 -0.1746
H: -0.8154 -0.8850 -1.3496
H: -0.0568 -0.4178 1.5355
H: 0.5915 -1.8247 0.6450
H: 0.0996 1.7456 0.3526
H: 1.8125 2.2135 -0.2146
F: 2.3549 -0.3834 -0.4558
S: -2.3464 0.3610 -0.1458

***

Each structure's energy above the most stable one, in hartree: model i 0.0718; model ii 0.0000.

***

Model i:
Density functional theory data (wB97M-V/def2-TZVPD) for 3 unconnected molecules or ions with the total composition H6O3.

* charge: +1
* M: 54.0 g/mol
* ⟨S²⟩: 0.7563
* spin multiplicity: 2
* HOMO (spin up / spin down): -15.63 / -15.21 eV
* lowest unoccupied orbital energy (spin up / spin down): -4.0 / -12.2 eV

Element x y z (Å)
O: -0.2583 -0.1778 -0.0867
H: 0.2173 0.5751 0.2644
H: 0.1936 -0.9386 0.2783
O: -3.1889 -1.3820 -0.4751
H: -3.5758 -1.0479 -1.2844
H: -2.3829 -0.8768 -0.3681
O: 2.8335 0.9691 0.7216
H: 3.1601 1.0575 -0.1738
H: 3.0014 1.8214 1.1236

***

Model ii:
Density functional theory data (wB97M-V/def2-TZVPD) for 3 unconnected molecules or ions with the total composition H6O3.

* charge: +1
* M: 54.0 g/mol
* ⟨S²⟩: 0.7529
* spin multiplicity: 2
* HOMO (spin up / spin down): -16.09 / -16.06 eV
* lowest unoccupied orbital energy (spin up / spin down): -4.2 / -11.7 eV

Element x y z (Å)
O: 1.5254 -1.1014 -1.7446
H: 1.5155 -0.4711 -2.4649
H: 0.7492 -0.8868 -1.2271
O: -0.0465 1.1783 1.7821
H: -0.5049 0.8402 2.5514
H: -0.5175 1.9801 1.5552
O: -0.6173 -0.5892 -0.4013
H: -1.5521 -0.7589 -0.5176
H: -0.5518 -0.1912 0.4668

***

Each structure's energy above the most stable one, in hartree: model i 0.0245; model ii 0.0000.